# C21H62NO12S10Si

C21H62NO12S10Si as an isolated structure (wB97M-V/def2-TZVPD, the Open Molecules 2025 dataset).

Summary:
**LUMO**: 1.37 eV
**Kohn-Sham gap**: 6.929 eV
**Electronic energy**: -165069.2261 eV

```
! RIJCOSX wB97M-V def2-TZVPD def2/J DEFGRID3
* xyz -1 1
C 3.90809 -0.96924 3.15974
C 3.05137 -0.68124 1.92390
S 2.45176 0.99666 1.88588
O 3.62446 1.84165 1.96208
O 1.65143 1.08524 0.67346
N 1.58451 1.27806 3.18596
S 0.36816 0.32423 3.58953
O 0.77739 -1.06233 3.78042
O -0.25992 0.95667 4.75072
Si -1.21725 0.36190 2.02897
C -2.76922 -0.13633 2.97651
C -1.43912 2.08066 1.35366
C -0.93270 -0.91230 0.69062
H 3.61343 -1.92250 3.59919
H 4.96696 -1.01717 2.90534
H 3.76121 -0.20550 3.92288
H 3.60522 -0.77287 0.98923
H 2.18100 -1.33343 1.90197
H -2.50600 -0.42945 3.99519
H -3.26178 -0.98973 2.50451
H -3.46842 0.69879 3.04843
H -2.03168 2.06427 0.43888
H -0.46573 2.52148 1.13351
H -1.93710 2.72579 2.08209
H -1.33496 -1.88108 0.98794
H -1.49797 -0.56106 -0.18216
H 0.10837 -1.02195 0.39323
C -0.68095 -4.71403 -2.03832
S -0.64985 -5.20937 -0.31471
O -0.27067 -4.00505 0.46226
C 0.82648 -6.22697 -0.45430
H -1.51410 -4.02442 -2.16610
H 0.25620 -4.21063 -2.27757
H -0.81387 -5.59218 -2.67203
H 1.64694 -5.60836 -0.81736
H 0.63376 -7.05517 -1.13675
H 1.05523 -6.60159 0.54144
C -1.83261 6.45237 -0.11941
S -3.23927 5.35091 -0.30549
O -2.70386 4.06651 -0.83100
C -3.98478 6.15759 -1.71880
H -1.21748 6.06159 0.68891
H -1.26287 6.46164 -1.04853
H -2.18911 7.45159 0.13216
H -3.25467 6.17309 -2.52892
H -4.31806 7.16661 -1.47350
H -4.83875 5.53380 -1.97449
C 2.23333 2.92831 5.73724
S 1.91217 4.61335 6.21193
O 3.22231 5.27214 6.52024
C 1.16821 4.23441 7.80411
H 2.72723 2.93040 4.76831
H 2.87361 2.46685 6.49122
H 1.28719 2.39369 5.63774
H 1.88674 3.67810 8.40668
H 0.26528 3.64603 7.64151
H 0.91847 5.17578 8.29085
C -6.64032 2.03966 -1.44853
S -6.98570 3.17173 -2.79470
O -6.65069 4.52548 -2.26817
C -8.77291 2.99960 -2.74167
H -5.56539 2.06376 -1.27715
H -7.15946 2.39084 -0.55692
H -6.94757 1.03526 -1.73433
H -9.13068 3.26326 -1.74644
H -9.03280 1.97154 -2.99270
H -9.18992 3.67987 -3.48159
C 5.31376 9.18103 10.05379
S 4.25326 7.74659 10.28933
O 4.90907 6.91281 11.33411
C 4.58577 6.99175 8.70327
H 5.27623 9.77162 10.96692
H 6.33263 8.84028 9.86998
H 4.94422 9.77028 9.21456
H 5.65739 6.81513 8.60755
H 4.22520 7.64213 7.90715
H 4.04816 6.04937 8.64103
C 0.37440 -4.57626 -5.74340
S 0.24753 -6.36307 -5.89510
O 0.24068 -6.90186 -4.50784
C 1.90000 -6.62382 -6.53810
H -0.55342 -4.21823 -5.30137
H 1.21452 -4.33001 -5.09423
H 0.50555 -4.13768 -6.73261
H 2.62343 -6.22377 -5.82700
H 1.99229 -6.12812 -7.50496
H 2.04365 -7.69621 -6.66529
C -3.27555 0.49845 -2.97793
S -4.52873 0.97161 -4.17314
O -5.74641 0.16611 -3.87037
C -3.75063 0.19562 -5.59434
H -3.59398 0.85612 -2.00109
H -3.18322 -0.58750 -2.96723
H -2.32980 0.97232 -3.23958
H -3.62556 -0.86874 -5.39617
H -2.78950 0.67357 -5.78298
H -4.41058 0.34252 -6.44678
C 5.27992 -10.50454 -6.67250
S 4.48567 -9.25821 -7.69131
O 3.04843 -9.62717 -7.78085
C 5.24571 -9.75295 -9.24158
H 4.89284 -10.38991 -5.66229
H 5.03128 -11.49294 -7.05819
H 6.35762 -10.34222 -6.67606
H 5.00059 -10.79545 -9.44324
H 6.32430 -9.61036 -9.17738
H 4.83493 -9.11555 -10.02157
*
```

---

# C32H22CuN5PS

C32H22CuN5PS as an isolated structure (wB97M-V/def2-TZVPD, the Open Molecules 2025 dataset).

Summary:
**LUMO (spin up / spin down)**: 4.21 / 4.21 eV
**Kohn-Sham gap (spin up / spin down)**: 6.454 / 6.557 eV
**Electronic energy**: -105756.1040 eV

```
! RIJCOSX wB97M-V def2-TZVPD def2/J DEFGRID3
* xyz -2 2
Cu -1.33120 -0.14457 -1.33353
C -2.15305 2.56446 2.32691
C -2.47173 3.75805 1.69318
C -2.55735 3.79136 0.31633
C -2.32090 2.62438 -0.42261
N -1.97930 1.49081 0.20479
C -1.90788 1.45991 1.52938
C -2.43245 2.53671 -1.90022
C -2.88483 3.62855 -2.65259
C -2.98526 3.52445 -4.02684
C -2.63231 2.32508 -4.64388
C -2.19290 1.25257 -3.88683
C -2.07535 1.31700 -2.49378
H -2.08750 2.48637 3.40433
H -2.65543 4.65691 2.27108
H -2.80008 4.71308 -0.19167
H -1.63729 0.50288 1.96314
H -3.16718 4.56133 -2.17687
H -3.33199 4.36658 -4.61541
H -2.69929 2.23653 -5.72354
H -1.92162 0.33009 -4.38905
C 4.63679 -2.24114 -1.49439
C 3.75375 -2.95446 -0.69414
C 2.75585 -2.29056 0.00597
C 2.63515 -0.90555 -0.07793
C 3.51452 -0.20365 -0.89793
C 4.51043 -0.86364 -1.60229
P 1.36511 0.06509 0.83039
C 2.20018 0.20357 2.47565
C 1.52913 0.95630 3.44471
C 2.06298 1.14774 4.70828
C 3.30403 0.60766 5.02748
C 3.99248 -0.12289 4.07158
C 3.44404 -0.32656 2.80964
C 0.10446 -1.23612 1.17607
C 0.18269 -2.02557 2.32731
C -0.75133 -3.02326 2.56355
C -1.75362 -3.23325 1.62543
C -1.81663 -2.43833 0.48755
C -0.91654 -1.39488 0.21780
H 5.40074 -2.76213 -2.05996
H 3.82874 -4.03394 -0.63000
H 2.04985 -2.85373 0.60371
H 3.38162 0.86377 -1.02685
H 5.15191 -0.30459 -2.27106
H 0.57285 1.40146 3.18993
H 1.51799 1.72833 5.44376
H 3.73055 0.76104 6.01190
H 4.96349 -0.54361 4.30715
H 3.99003 -0.90713 2.07650
H 0.97822 -1.86988 3.04840
H -0.68943 -3.62963 3.46095
H -2.49068 -4.01519 1.77870
H -2.60985 -2.63254 -0.22679
N -2.37067 -1.67915 -2.55414
C -2.96256 -2.48536 -3.14673
N -3.57502 -3.33031 -3.92152
C -4.45412 -4.18996 -3.47323
N -5.25564 -4.98534 -3.18775
S 2.38911 0.99011 -4.30390
C 1.32602 0.55211 -3.11181
N 0.59830 0.22262 -2.26433
*
```

---

# C14H14CoN2O3S

C14H14CoN2O3S as an isolated structure at a distorted geometry (wB97M-V/def2-TZVPD, the Open Molecules 2025 dataset).

Summary:
**LUMO (spin up / spin down)**: 2.78 / 2.78 eV
**Kohn-Sham gap (spin up / spin down)**: 5.917 / 6.724 eV
**Electronic energy**: -72325.3146 eV

```
! RIJCOSX wB97M-V def2-TZVPD def2/J DEFGRID3
* xyz -1 5
C 2.96600 1.41807 -1.17210
C 2.33522 1.18493 -2.46744
C 2.10348 -0.19819 -2.59332
C 2.56964 -0.85394 -1.40564
C 3.10578 0.12474 -0.53479
Co 0.93599 1.39209 -0.35773
N 1.66618 1.86822 1.23474
C 0.62813 3.08154 0.20832
C 0.22009 2.88530 -1.19895
H 1.71818 -0.71760 -3.47206
H 2.15772 1.95317 -3.21465
H 2.70800 -1.92735 -1.30326
H 3.62905 -0.07010 0.39386
H 3.46140 2.33334 -0.86490
H 0.84401 3.41610 -1.93370
H -0.24120 3.28796 0.83683
H 0.93545 1.78643 1.97484
H -0.86913 2.90348 -1.35812
H 1.30274 3.92999 0.22260
O -2.16634 1.36298 0.09418
C -1.62139 0.26812 0.29472
N -0.26448 0.00152 0.01100
S 0.18356 -1.64654 0.26336
O 0.32805 -2.34917 -0.98601
O 1.23769 -1.71809 1.24869
C -1.40035 -2.01784 0.95477
C -1.80483 -3.24534 1.47907
C -3.11371 -3.35223 1.97248
C -3.98380 -2.24692 1.91831
C -3.55867 -1.03821 1.36784
C -2.24921 -0.93333 0.87675
H -1.10393 -4.07842 1.49658
H -3.45667 -4.29562 2.39885
H -4.99714 -2.34426 2.31086
H -4.20550 -0.16484 1.30402
*
```

---

# C37H30N8O2Re

C37H30N8O2Re as an isolated structure at a distorted geometry (wB97M-V/def2-TZVPD, the Open Molecules 2025 dataset).

Summary:
**LUMO (spin up / spin down)**: -13.86 / -13.66 eV
**Kohn-Sham gap (spin up / spin down)**: 4.869 / 5.066 eV
**Electronic energy**: -56964.2109 eV

```
! RIJCOSX wB97M-V def2-TZVPD def2/J DEFGRID3
* xyz 4 2
Re -0.09745 -0.28259 -0.63158
N 4.11921 0.33148 0.28288
C 3.01655 -0.23639 -0.12026
N 1.79805 0.20933 0.19040
C 1.71059 1.29776 1.09392
N 0.57332 1.56029 1.63510
N -0.34408 0.63287 1.19727
C -1.34260 0.33737 1.95099
C -2.25947 -0.61497 1.37877
C -3.39536 -1.09652 1.98559
C -4.21246 -1.97393 1.27479
C -3.86114 -2.32736 -0.02035
C -2.68211 -1.84501 -0.55716
N -1.87932 -1.01108 0.13123
C 2.90197 2.05471 1.41215
C 2.86493 3.26403 2.11381
C 4.04343 3.93378 2.37242
C 5.26857 3.39794 1.96243
C 5.32456 2.19621 1.27786
C 4.13440 1.54464 1.00359
H 5.00682 -0.10691 0.05909
H 3.11587 -1.12881 -0.72071
H -1.45692 0.79962 2.92590
H -3.64228 -0.78503 2.99244
H -5.11444 -2.36841 1.72598
H -4.48620 -2.98178 -0.61339
H -2.37373 -2.11568 -1.56032
H 1.91456 3.66072 2.44504
H 4.02354 4.87886 2.89789
H 6.18648 3.92688 2.18332
H 6.27422 1.78257 0.95946
C -0.54474 3.94157 -1.95984
O 0.38374 3.17420 -2.83363
C 0.39812 1.97218 -2.40183
N -0.29383 1.66541 -1.33073
C -0.91699 2.94136 -0.84044
C -2.40155 2.91524 -0.56809
C -2.98290 4.09079 -0.09901
C -4.34621 4.14082 0.14733
C -5.12876 3.00469 -0.02344
C -4.55676 1.84018 -0.50744
C -3.19309 1.79814 -0.78081
C 1.22224 0.92859 -3.04104
C 2.06074 1.03900 -4.13513
C 2.79316 -0.08801 -4.50740
C 2.64760 -1.28867 -3.80588
C 1.76965 -1.31225 -2.74076
N 1.08959 -0.21680 -2.36817
C 1.36117 -2.46191 -1.90982
N 0.40236 -2.28850 -1.03815
C 0.01110 -3.65735 -0.56088
C 1.18830 -4.51539 -1.07020
O 1.86065 -3.63246 -2.06691
C -0.23994 -3.78088 0.92039
C -0.98738 -4.86332 1.37266
C -1.21906 -5.02874 2.73216
C -0.70761 -4.11446 3.64391
C 0.02717 -3.02542 3.19535
C 0.27343 -2.86786 1.83645
H -1.39374 4.22680 -2.57588
H -0.02199 4.83049 -1.62231
H -0.39886 3.18963 0.08684
H -2.37826 4.97631 0.07047
H -4.79843 5.06641 0.47730
H -6.18065 3.03047 0.22713
H -5.17753 0.97123 -0.68774
H -2.76682 0.90484 -1.22187
H 2.13444 1.97109 -4.68227
H 3.46962 -0.03713 -5.35226
H 3.19156 -2.18146 -4.09049
H -0.89819 -3.92491 -1.10383
H 0.89429 -5.42642 -1.58067
H 1.92029 -4.74179 -0.29796
H -1.39207 -5.58348 0.66871
H -1.79220 -5.87814 3.07978
H -0.86073 -4.26433 4.70447
H 0.44083 -2.32431 3.91014
H 0.90874 -2.05000 1.50324
*
```

---

# C4H5NO2

One molecule with the formula C4H5NO2 (wB97M-V/def2-TZVPD, the Open Molecules 2025 dataset).

Summary:
**LUMO**: 0.88 eV
**Kohn-Sham gap**: 9.832 eV
**Electronic energy**: -9814.0089 eV
**SMILES**: NC1=CCOC1=O

```
! RIJCOSX wB97M-V def2-TZVPD def2/J DEFGRID3
* xyz 0 1
N 1.07748 1.67687 0.30452
C 0.33387 0.55595 0.02121
C -0.95741 0.34796 -0.25643
C -1.18627 -1.13394 -0.29416
O 0.12066 -1.71863 -0.30267
C 1.04056 -0.75491 -0.07962
O 2.22467 -0.95276 0.00415
H 0.57210 2.42452 0.75718
H 1.95259 1.45513 0.76349
H -1.74492 1.07959 -0.38784
H -1.74849 -1.50777 -1.15304
H -1.68484 -1.47200 0.62322
*
```

---

# C14H28N

An isolated ion of composition C14H28N and charge +1 at a distorted geometry (wB97M-V/def2-TZVPD, the Open Molecules 2025 dataset).

Summary:
**LUMO**: -2.53 eV
**Kohn-Sham gap**: 10.761 eV
**Electronic energy**: -16454.3658 eV
**SMILES**: C#CC[N+](C)(C)CCCCCCCCC

```
! RIJCOSX wB97M-V def2-TZVPD def2/J DEFGRID3
* xyz 1 1
C 1.79533 2.63880 1.70328
C 2.40757 2.14946 0.79879
C 3.15551 1.57104 -0.30096
N 2.95432 0.09272 -0.41499
C 3.37722 -0.54064 0.84508
C 3.79119 -0.40677 -1.51891
C 1.50544 -0.15132 -0.70058
C 1.01769 -1.60132 -0.63790
C 0.45652 -2.06218 0.71475
C -0.65160 -1.17954 1.29436
C -1.84373 -0.99031 0.35849
C -2.97692 -0.23277 1.04844
C -4.23420 -0.11020 0.18616
C -4.05805 0.67905 -1.11252
C -3.63922 2.12754 -0.88842
H 1.26502 3.08303 2.49388
H 4.22097 1.77097 -0.15246
H 2.84065 2.04451 -1.23593
H 2.73743 -0.20404 1.65869
H 3.32089 -1.62256 0.76068
H 4.40561 -0.26340 1.07326
H 3.53096 0.09459 -2.44983
H 3.64555 -1.47671 -1.65014
H 4.84362 -0.22630 -1.30547
H 0.93305 0.44479 0.01235
H 1.31866 0.24869 -1.69954
H 1.79871 -2.29519 -0.95168
H 0.21656 -1.69369 -1.37173
H 0.04850 -3.06235 0.55982
H 1.24858 -2.15583 1.45877
H -0.25730 -0.20114 1.58485
H -1.00155 -1.65657 2.21149
H -1.53503 -0.43793 -0.53013
H -2.20962 -1.96804 0.03929
H -2.62853 0.76104 1.33572
H -3.24462 -0.76073 1.96633
H -5.01046 0.37332 0.78249
H -4.58825 -1.11334 -0.06188
H -3.33089 0.18126 -1.75766
H -5.01337 0.67024 -1.64061
H -3.63643 2.66885 -1.83157
H -4.33458 2.62181 -0.21445
H -2.64122 2.19116 -0.45963
*
```

---

# C60H70O3P2SbTeTi

C60H70O3P2SbTeTi as an isolated structure at a distorted geometry (wB97M-V/def2-TZVPD, the Open Molecules 2025 dataset).

Summary:
**LUMO (spin up / spin down)**: -5.75 / -5.47 eV
**Kohn-Sham gap (spin up / spin down)**: 7.417 / 7.698 eV
**Electronic energy**: -125011.6535 eV

```
! RIJCOSX wB97M-V def2-TZVPD def2/J DEFGRID3
* xyz 2 2
Ti -0.28916 -0.15914 -0.27586
O -0.19237 2.07932 -0.37190
C -0.84533 2.71970 -1.52257
C -1.30374 1.53954 -2.40753
O -1.80913 1.67601 -3.46973
O -1.06043 0.32272 -1.83750
C -1.99367 3.61862 -1.04166
C -1.78062 4.39353 0.09935
C -2.72518 5.31568 0.52665
C -3.88663 5.50326 -0.21067
C -4.09089 4.75657 -1.36271
C -3.15875 3.81096 -1.77357
C 0.17268 3.59956 -2.27142
C -0.19185 4.25646 -3.44778
C 0.71658 5.07874 -4.09576
C 1.99120 5.27948 -3.57171
C 2.34818 4.65002 -2.39209
C 1.44308 3.80762 -1.74895
H -0.22104 2.71413 0.34053
H -0.83960 4.35905 0.65229
H -2.53430 5.91151 1.41363
H -4.61797 6.24179 0.10169
H -4.98466 4.91137 -1.95727
H -3.33691 3.24398 -2.67654
H -1.18169 4.11986 -3.86564
H 0.42096 5.57833 -5.01263
H 2.69319 5.93412 -4.07645
H 3.32921 4.82022 -1.95644
H 1.72489 3.35698 -0.81089
C -3.26310 -1.82438 -0.81672
C -2.30485 -2.96037 -0.42819
P -0.63984 -2.63328 -1.14301
C -0.96555 -2.80400 -2.93806
C -1.82523 -3.80813 -3.38790
C -2.07013 -3.97006 -4.74259
C -1.45014 -3.14361 -5.67271
C -0.57458 -2.16089 -5.24064
C -0.34027 -1.99355 -3.88033
C 0.28774 -4.15181 -0.75415
C 0.12571 -4.78145 0.48179
C 0.82898 -5.94402 0.77187
C 1.70746 -6.47669 -0.16293
C 1.87725 -5.85126 -1.39147
C 1.17047 -4.69246 -1.68950
P -2.90637 -0.34798 0.24289
C -3.58026 -1.00318 1.81438
C -4.94803 -1.21074 2.00548
C -5.40114 -1.84675 3.15251
C -4.50068 -2.28928 4.11675
C -3.13922 -2.09680 3.93305
C -2.69145 -1.45091 2.78573
C -4.18919 0.83067 -0.27874
C -4.67080 1.75662 0.65130
C -5.77161 2.54187 0.34484
C -6.39497 2.41135 -0.89253
C -5.88974 1.52926 -1.83643
C -4.77975 0.74548 -1.53725
H -4.29660 -2.09884 -0.63799
H -3.15276 -1.57179 -1.86691
H -2.64911 -3.93211 -0.76204
H -2.22567 -3.01707 0.65479
H -2.29818 -4.49379 -2.69411
H -2.74477 -4.75215 -5.07306
H -1.64874 -3.26952 -6.73160
H -0.07364 -1.51820 -5.95543
H 0.32399 -1.20978 -3.57138
H -0.55839 -4.37803 1.22271
H 0.68482 -6.43781 1.72650
H 2.25310 -7.38778 0.06213
H 2.55224 -6.27478 -2.12815
H 1.28327 -4.22934 -2.66437
H -5.66438 -0.87889 1.25957
H -6.46570 -2.00367 3.29482
H -4.86270 -2.78237 5.01287
H -2.43302 -2.44397 4.68084
H -1.64048 -1.28052 2.63527
H -4.20817 1.83685 1.63029
H -6.15472 3.24566 1.07666
H -7.27371 3.00610 -1.12371
H -6.36290 1.43966 -2.80796
H -4.39469 0.06578 -2.28905
C 2.18572 -2.62044 1.98784
C 1.63436 -1.77863 3.14406
C 0.35884 -2.42954 3.67653
C 2.66054 -1.65515 4.26506
Sb 1.17980 0.19046 2.24873
C 0.13680 1.52880 3.67258
C 0.46936 1.10632 5.10308
C 0.58160 2.96704 3.42148
C -1.36700 1.43436 3.41512
C 3.19304 1.08438 2.11834
C 3.75605 1.43399 3.49439
C 4.10624 0.08108 1.40711
C 3.06235 2.34410 1.26419
H 2.22485 -3.67438 2.29584
H 3.19612 -2.32617 1.69831
H 1.55567 -2.57810 1.10379
H 0.64029 -3.33561 4.23007
H -0.29979 -2.74455 2.86665
H -0.20077 -1.79001 4.36284
H 2.85371 -2.65741 4.67113
H 2.30298 -1.03145 5.08792
H 3.61541 -1.26268 3.91675
H 1.53824 1.19922 5.32042
H 0.16333 0.07928 5.31224
H -0.06852 1.75774 5.80543
H 1.63260 3.14068 3.64093
H -0.00105 3.62215 4.08212
H 0.38596 3.29606 2.39615
H -1.79226 0.51245 3.80347
H -1.62209 1.51509 2.35931
H -1.86743 2.26639 3.93039
H 3.80103 0.58094 4.16865
H 3.19863 2.22742 3.98948
H 4.78281 1.79835 3.35921
H 4.34723 -0.78132 2.03025
H 5.05698 0.58138 1.17245
H 3.68073 -0.27454 0.46576
H 2.46941 3.12484 1.74366
H 2.62310 2.10602 0.30376
H 4.06427 2.76086 1.08329
C 3.04540 -1.64997 -2.03830
Te 2.05826 0.24724 -2.02352
C 4.02707 1.06682 -1.90962
C 4.92017 -0.03523 -2.44705
C 6.21256 0.25831 -2.88188
C 7.04147 -0.75573 -3.33664
C 6.58522 -2.07075 -3.36068
C 5.29800 -2.36544 -2.93942
C 4.45831 -1.34920 -2.48629
H 2.52842 -2.31744 -2.72375
H 3.01030 -2.08963 -1.04393
H 4.28605 1.35028 -0.89005
H 4.02325 1.95405 -2.53678
H 6.56827 1.28541 -2.86496
H 8.04130 -0.52028 -3.68333
H 7.23203 -2.86408 -3.72050
H 4.93889 -3.39108 -2.96702
*
```

---

Q: What is the formula in the third record?
A: C14H14CoN2O3S